Record 1
The following is a quantum chemistry calculation of C43H37N2O4PRu as an isolated structure, from the OMol25 dataset.

## Properties
Charge: +2
Expectation value of S²: 6.031
E_HOMO (spin up / spin down): -13.377 / -13.326 eV
2S+1: 5

The geometry in XYZ format:
```
88
Properties=species:S:1:pos:R:3:forces:R:3
Ru -0.3837 -0.3200 0.7427 -1.106 1.373 0.197
C 3.3034 1.3650 0.9291 0.013 -0.076 -0.035
C 3.9925 0.3142 0.1166 -0.017 -0.087 -0.087
C 5.2550 0.5434 -0.4141 0.010 -0.033 -0.019
C 5.9298 -0.4442 -1.1126 -0.077 -0.094 0.009
C 5.3488 -1.6886 -1.2975 0.059 0.040 -0.018
C 4.0799 -1.9324 -0.8091 -0.193 -0.009 0.107
C 3.3998 -0.9389 -0.1000 -0.276 0.393 -0.246
P 1.7540 -1.3344 0.5625 1.162 -1.533 0.232
C 1.2974 -2.9292 -0.1904 -0.201 0.174 -0.008
C 1.7196 -4.1280 0.3761 -0.079 0.075 -0.030
C 1.3199 -5.3326 -0.1800 0.039 0.035 0.138
C 0.4770 -5.3397 -1.2788 0.023 0.010 0.027
C 0.0569 -4.1473 -1.8452 0.099 0.148 0.033
C 0.4689 -2.9269 -1.3231 0.132 -0.283 0.181
C 0.0796 -1.6414 -1.9799 0.089 0.105 0.261
C 2.0049 -1.6327 2.3392 -0.578 0.259 0.116
C 3.2392 -1.6607 2.9687 -0.076 -0.028 -0.122
C 3.2963 -1.7499 4.3522 -0.071 0.007 0.071
C 2.1261 -1.7601 5.1014 0.184 -0.023 -0.048
C 0.8904 -1.7049 4.4811 -0.180 -0.055 -0.383
C 0.8023 -1.6728 3.0882 1.147 0.206 0.309
C -0.4755 -1.7324 2.3789 -0.464 0.160 -0.494
H 3.7161 2.3510 0.7282 -0.062 0.066 -0.016
H 3.4430 1.1581 1.9913 -0.094 0.053 0.101
H 2.2346 1.3640 0.7067 0.003 0.184 0.074
H 5.7230 1.5083 -0.2865 0.002 0.111 0.091
H 6.9111 -0.2436 -1.5111 0.126 0.034 -0.049
H 5.8746 -2.4663 -1.8273 0.064 -0.076 -0.073
H 3.6255 -2.9012 -0.9582 0.004 0.002 -0.085
H 2.3637 -4.1106 1.2436 0.042 -0.071 0.112
H 1.6572 -6.2587 0.2567 0.026 -0.118 0.038
H 0.1453 -6.2777 -1.6976 -0.013 -0.068 -0.038
H -0.5920 -4.1705 -2.7086 -0.058 0.053 -0.071
H -0.5348 -1.8275 -2.8579 -0.130 0.199 0.048
H 0.9665 -1.0756 -2.2767 -0.163 0.053 -0.016
H -0.5174 -0.9969 -1.2777 0.019 -0.208 -0.683
H 4.1470 -1.6065 2.3840 0.081 -0.001 -0.025
H 4.2539 -1.7931 4.8465 0.092 0.000 0.056
H 2.1782 -1.8162 6.1773 0.022 0.016 0.114
H -0.0167 -1.7227 5.0664 -0.088 -0.001 0.098
H -1.3364 -1.5421 3.0309 0.078 0.081 -0.352
H -0.5966 -2.6822 1.8457 -0.154 0.237 -0.084
O -3.0265 2.0483 0.1241 -0.250 -0.331 0.142
C -3.3081 0.8761 0.2413 -0.391 1.111 -0.244
N -2.3982 -0.1334 0.5016 1.655 -0.570 0.267
C -2.9845 -1.3742 0.3328 -0.086 -0.706 -0.174
O -2.2994 -2.3778 0.2467 -0.327 0.072 0.072
C -4.4357 -1.1713 0.2091 -0.372 0.536 -0.026
C -5.4927 -2.0557 0.1976 0.095 0.014 -0.020
C -6.7725 -1.5247 0.0667 0.131 -0.096 0.011
C -6.9695 -0.1591 -0.0716 0.021 0.132 0.004
C -5.9035 0.7374 -0.0483 0.168 -0.049 -0.016
C -4.6365 0.2151 0.1105 -0.156 -0.593 0.057
H -5.3298 -3.1150 0.3054 0.002 -0.170 -0.025
H -7.6251 -2.1846 0.0775 -0.093 -0.072 -0.035
H -7.9743 0.2151 -0.1878 -0.102 0.062 0.000
H -6.0647 1.7977 -0.1464 -0.017 0.170 0.020
C -3.0621 2.4477 -4.8106 -0.182 -0.049 -0.387
O -2.4247 2.8464 -3.6069 0.148 0.186 0.472
C -1.1691 2.4333 -3.3473 0.412 -0.003 0.487
C -0.4387 1.5238 -4.1069 -0.267 0.095 -0.030
C 0.8461 1.1757 -3.7300 0.055 0.202 0.193
C 1.4487 1.7558 -2.6202 -0.024 -0.017 -0.107
C 0.7513 2.6755 -1.8616 -0.300 0.274 -0.510
C -0.5681 2.9870 -2.1868 0.669 -1.005 -1.016
N -1.3210 3.9123 -1.4871 -0.657 0.793 0.704
C -1.2801 4.3587 -0.2558 -0.424 0.050 -0.718
C -0.6520 3.8857 0.9210 0.658 -0.991 0.615
C -0.6623 4.7530 2.0371 -0.009 -0.061 -0.354
C -0.2293 4.3666 3.2784 0.099 -0.170 0.118
C 0.2060 3.0511 3.4835 -0.128 0.403 0.039
C 0.2211 2.1676 2.4405 -0.122 -0.287 -0.783
C -0.1999 2.5301 1.1261 0.022 1.769 1.836
O -0.2136 1.6659 0.1857 -0.216 -2.385 -0.329
H -4.0170 2.9701 -4.8275 0.107 -0.071 -0.007
H -3.2380 1.3702 -4.8339 0.044 0.025 0.084
H -2.4709 2.7424 -5.6787 0.003 0.010 0.007
H -0.8613 1.0976 -5.0014 -0.115 -0.049 -0.081
H 1.3939 0.4625 -4.3255 0.071 -0.055 -0.110
H 2.4657 1.5041 -2.3681 0.188 0.013 0.051
H 1.2298 3.2089 -1.0575 0.099 -0.005 0.154
H -2.0797 4.2796 -2.0638 0.172 0.183 0.128
H -1.8947 5.2393 -0.0994 -0.089 -0.051 -0.115
H -1.0244 5.7606 1.8995 -0.071 0.129 -0.036
H -0.2397 5.0677 4.0963 -0.005 0.073 0.085
H 0.5240 2.7385 4.4658 0.037 -0.056 0.100
H 0.5534 1.1363 2.5979 0.109 0.230 0.048
```
Forces are in eV/Å.



Record 2
The following is a quantum chemistry calculation of one molecule with the formula C2H3N2PS, from the OMol25 dataset.

## Properties
SMILES: Pc1ncsn1
E_HOMO: -8.849 eV
Energy relative to the best compared isomer or geometry (same formula, charge and spin): 2.570 eV
2S+1: 1

The geometry in XYZ format:
```
9
Properties=species:S:1:pos:R:3:forces:R:3
P -2.2380 0.2287 -0.0242 0.025 -2.163 2.532
C -0.4592 -0.1629 0.0065 2.430 3.842 0.064
N 0.1941 -1.2630 0.0389 -0.716 0.721 0.443
C 1.4767 -1.0358 0.1580 4.640 -2.510 -0.515
S 2.0639 0.5287 0.0431 -1.576 -0.571 0.683
N 0.6625 1.2584 0.0713 -3.072 -3.004 -0.638
H -2.0894 0.9198 -1.0976 0.075 1.669 -3.537
H -1.8831 1.3852 0.6110 -0.281 0.942 1.040
H 2.2724 -1.8590 0.1930 -1.524 1.074 -0.072
```
Forces are in eV/Å.



Record 3
The following is a quantum chemistry calculation of C14H27N7O7Ru as an isolated structure, from the OMol25 dataset.

## Properties
Charge: +1
Expectation value of S²: 8.881
E_HOMO (spin up / spin down): -10.076 / -11.762 eV
Energy relative to the best compared isomer or geometry (same formula, charge and spin): 4.327 eV
2S+1: 6

The geometry in XYZ format:
```
56
Properties=species:S:1:pos:R:3:forces:R:3
O 0.1105 0.0705 -5.3208 -1.294 0.988 4.043
H 0.2581 0.5706 -4.4075 0.535 -1.141 -3.026
Ru -0.6614 0.0796 -0.9247 4.671 -3.571 1.017
N -0.1248 1.4238 0.4398 0.932 2.210 2.688
N 0.7097 1.3556 -1.9317 1.144 0.414 -0.277
N -1.5145 -0.9701 0.4515 -1.699 -0.805 1.636
N -0.7611 -1.9600 -1.6843 -0.201 -0.179 0.272
O -0.3494 1.3688 1.7226 -0.293 -0.109 -1.606
O -1.8017 -0.6273 1.7368 0.912 0.982 -1.225
O 0.0879 -2.6231 -2.3208 -0.633 0.772 -0.430
O 1.3728 1.1532 -2.9895 -1.412 -0.377 0.980
C 1.0123 2.5148 -1.2547 0.294 -0.164 0.820
C 0.5249 2.5639 0.0470 0.066 -0.430 -0.696
C -2.1681 -2.1072 0.1270 0.398 0.601 0.139
C -1.8090 -2.6494 -1.1048 0.103 -0.372 0.355
C 0.8186 3.6624 0.9973 0.116 0.611 0.201
H 1.4692 3.3780 1.8239 -0.071 -0.393 -0.006
H -0.0781 4.0860 1.4411 -0.266 -0.212 0.086
H 1.3216 4.4918 0.5032 -0.062 -0.180 -0.118
C 2.0282 3.4655 -1.7734 0.034 0.441 -0.320
H 2.0220 3.5248 -2.8583 -0.020 -0.185 -0.045
H 3.0397 3.1844 -1.4553 -0.202 -0.282 -0.028
H 1.8649 4.4732 -1.3940 -0.139 -0.096 -0.003
C -3.0360 -2.7329 1.1561 -0.938 -0.913 0.056
C -2.2587 -4.0004 -1.5198 0.172 -0.927 -0.258
H -3.8645 -2.0947 1.4759 0.226 0.217 -0.174
H -2.5187 -3.0143 2.0808 0.285 0.289 -0.335
H -3.4991 -3.6495 0.7772 0.149 0.211 -0.095
H -1.6270 -4.3994 -2.3071 0.010 0.096 -0.142
H -3.2965 -4.0443 -1.8655 0.096 0.495 -0.070
H -2.2416 -4.7369 -0.7112 0.254 0.222 0.097
H -1.2383 0.2634 1.8597 -0.190 -0.554 0.186
H -0.7099 -0.3646 -4.9710 0.728 -0.013 -1.279
C -2.2595 1.0936 -1.0386 -4.193 0.757 -1.875
H -2.6155 2.0832 -0.8047 1.146 0.751 0.020
H -3.2666 0.6517 -1.2688 0.881 -0.619 0.650
H -1.7056 0.9273 -2.0407 -1.328 1.348 -1.064
O -4.8045 2.7059 -1.8995 0.175 0.069 0.618
H -5.2733 2.1593 -1.2482 0.036 0.346 -0.276
H -4.4589 3.4601 -1.3899 -0.366 -0.316 -0.319
C 4.4311 0.7148 2.2734 0.411 0.453 0.055
N 3.2889 -0.1752 2.1571 -0.056 0.244 -0.103
C 2.8797 -0.8635 3.2415 -0.087 -0.145 -0.170
C 1.8695 -1.7554 3.1092 0.254 -0.067 0.519
C 1.3029 -1.8854 1.8199 -0.834 -0.491 -0.207
N 1.4718 -1.0062 0.8476 0.842 -0.427 -0.187
C 2.5803 -0.2004 0.9319 0.486 1.022 -0.593
O 2.9969 0.5162 0.0148 -0.796 -0.622 0.898
N 0.4796 -2.9558 1.5832 0.082 0.941 -1.231
H 5.1160 0.5984 1.4297 -0.263 -0.029 0.118
H 4.9564 0.4699 3.1976 -0.007 0.001 -0.137
H 4.1185 1.7651 2.3343 -0.002 -0.245 -0.169
H 3.4440 -0.6662 4.1579 -0.366 -0.263 -0.287
H 1.5318 -2.3838 3.9185 0.108 0.028 0.058
H 0.3449 -3.2042 0.5982 0.137 0.172 0.747
H 0.4896 -3.7056 2.2298 0.032 -0.556 0.488
```
Forces are in eV/Å.



Record 4
The following is a quantum chemistry calculation of a 9-piece molecular cluster, C14H42O11 overall, from the OMol25 dataset.

## Properties
Charge: -1
Expectation value of S²: 0.758
E_HOMO (spin up / spin down): -7.015 / -7.013 eV
Energy relative to the best compared isomer or geometry (same formula, charge and spin): 0.000 eV
2S+1: 2

The geometry in XYZ format:
```
67
Properties=species:S:1:pos:R:3:forces:R:3
C 1.2096 0.1652 0.3399 -0.310 1.496 0.783
O 0.4838 -0.2734 1.2569 0.186 -0.817 -0.305
O 2.4176 -0.2084 0.2084 -0.183 -0.387 -0.170
O 0.8209 1.1230 -0.3902 0.423 -0.425 -0.278
C 1.9312 5.3116 -2.3634 0.028 0.967 0.143
C 1.0556 4.1845 -1.9259 -0.174 -0.148 -0.214
O 1.6301 2.9912 -2.3897 0.218 -0.302 -0.048
H 1.9302 5.5183 -3.4336 0.084 -0.433 -0.100
H 2.9412 5.1100 -2.0065 0.074 0.117 -0.179
H 1.5789 6.2364 -1.9066 0.052 0.167 0.179
H 0.0385 4.2588 -2.3107 -0.220 0.223 -0.078
H 0.9931 4.1958 -0.8378 -0.014 -0.094 0.216
H 1.4619 2.3294 -1.7149 0.067 -0.432 0.008
C -1.5356 -4.8500 -0.1381 0.985 0.794 0.006
C -0.7180 -3.6422 0.4310 -0.171 -1.535 0.702
O -1.3785 -2.4783 0.0982 -1.101 1.177 -0.930
H -2.5978 -4.7125 0.0639 0.035 0.196 -0.150
H -1.2613 -5.8239 0.2674 0.293 0.142 0.250
H -1.3271 -4.8932 -1.2071 -0.408 -0.012 -0.127
H 0.3113 -3.5781 0.0781 0.079 -0.543 -0.195
H -0.6868 -3.6993 1.5191 0.168 -0.334 0.291
H -0.8153 -1.7294 0.3073 0.114 0.168 0.195
C -2.7146 4.6371 1.2359 0.245 -0.435 0.005
C -2.0522 3.6133 0.2966 0.691 -0.649 -0.154
O -1.2422 2.6677 1.0241 -0.731 0.919 1.209
H -1.9741 5.1619 1.8395 0.144 -0.183 0.055
H -3.4380 4.1742 1.9071 0.143 -0.228 0.088
H -3.2719 5.4179 0.7184 0.092 -0.145 -0.470
H -1.3897 4.0914 -0.4248 -0.179 0.401 -0.070
H -2.7654 3.0356 -0.2914 -0.391 0.234 0.006
H -0.7614 2.0354 0.4849 -0.067 0.231 -0.523
C 1.5081 -3.4192 4.8956 0.056 1.029 -0.169
C 1.0087 -2.3712 3.8609 -0.474 -0.210 2.221
O 1.7223 -2.3675 2.7065 1.540 -1.102 -1.865
H 1.0026 -3.2887 5.8524 -0.644 -0.115 -0.169
H 2.5264 -3.1839 5.2051 0.377 -0.268 -0.548
H 1.4099 -4.4504 4.5561 0.093 0.080 -0.041
H 1.1713 -1.3715 4.2637 -0.639 0.122 0.805
H -0.0475 -2.5340 3.6463 -0.301 0.092 0.270
H 1.3674 -1.6422 2.1871 0.023 0.283 -0.450
C -3.2016 0.3621 -3.1630 -0.282 -0.282 0.245
C -2.2962 0.4254 -1.9280 0.475 -0.222 -0.139
O -1.3352 1.4710 -1.9923 -0.913 0.574 -0.873
H -2.7029 0.1811 -4.1152 0.380 0.547 0.105
H -3.8899 1.2064 -3.2033 0.375 0.367 -0.240
H -3.8861 -0.4846 -3.1127 0.058 -0.305 0.522
H -1.7439 -0.5052 -1.7971 -0.239 -0.339 -0.089
H -2.9159 0.5571 -1.0411 -0.233 -0.013 0.161
H -0.5882 1.2865 -1.4184 0.152 -0.376 0.026
C 3.2389 -0.0016 -3.1706 -0.039 0.549 -0.143
O 4.1189 0.0058 -2.0359 -0.228 -0.129 -1.163
H 2.3933 0.6810 -3.0859 -0.078 0.114 0.485
H 3.7635 0.3881 -4.0430 0.464 -0.074 0.171
H 2.8194 -0.9607 -3.4745 0.276 -0.433 0.464
H 3.6187 -0.2063 -1.2445 -0.173 0.082 0.022
C 3.0808 -3.7110 -0.4810 0.321 0.057 0.705
O 2.4377 -2.7693 -1.2901 -0.341 -0.047 -0.914
H 2.8735 -4.7154 -0.8500 -0.318 0.047 0.072
H 4.1668 -3.6177 -0.4718 0.278 0.244 -0.238
H 2.7681 -3.5759 0.5544 -0.149 -0.437 0.174
H 2.3778 -1.9226 -0.8417 0.177 0.033 0.252
C -2.9858 0.0890 2.4021 1.389 0.719 -0.570
O -1.7426 -0.4448 2.8884 -1.280 -0.385 1.021
H -3.0808 -0.2417 1.3678 -0.595 -0.017 -0.053
H -3.8792 -0.1185 2.9911 0.423 -0.784 0.244
H -2.8989 1.1755 2.4099 -0.088 0.206 -0.241
H -1.0538 -0.2951 2.2367 -0.014 0.264 -0.208
```
Forces are in eV/Å.



Record 5
The following is a quantum chemistry calculation of a 2-piece molecular cluster, C4H13N3O overall, from the OMol25 dataset.

## Properties
E_HOMO: -6.004 eV
Energy relative to the best compared isomer or geometry (same formula, charge and spin): 5.212 eV
2S+1: 1

The geometry in XYZ format:
```
21
Properties=species:S:1:pos:R:3:forces:R:3
C 0.8007 2.1424 0.0964 0.382 -0.454 0.579
C 1.0225 1.2709 -0.8719 0.599 -1.161 -0.610
N -0.0782 0.6932 -1.6418 0.356 -0.284 -1.273
N 1.7764 2.3657 1.0893 -1.274 0.540 0.800
H -0.1544 2.6571 0.1645 0.112 -0.071 0.300
H 1.9895 0.7328 -1.0003 -0.955 0.517 0.286
H 0.2162 -0.2047 -2.0926 -0.085 0.866 0.796
H -1.0341 0.3545 -0.9910 -0.288 -0.486 -0.241
H -0.4034 1.2596 -2.4235 0.086 0.308 0.060
H 2.4454 1.6189 1.0384 0.394 -0.168 0.173
H 1.3380 2.3308 2.0402 0.623 0.243 -1.271
C 0.0330 -1.5576 0.6219 0.531 -1.604 -0.184
O 0.3913 -2.7364 1.1729 -0.526 1.448 -0.357
C -1.4274 -1.6716 0.0432 0.167 -1.404 -0.425
N -2.0307 -0.3734 -0.3608 -0.590 1.078 1.485
H 0.0855 -0.6399 1.2878 -0.287 -0.076 0.040
H 0.7416 -1.2760 -0.2343 -0.379 0.063 0.092
H -1.4392 -2.3837 -0.8352 0.073 0.737 0.971
H -2.0349 -2.0980 0.8601 0.288 -0.081 -0.423
H -3.0018 -0.4323 -0.7178 0.889 -0.146 0.103
H -2.1237 0.0694 0.5753 -0.116 0.135 -0.899
```
Forces are in eV/Å.



Record 6
The following is a quantum chemistry calculation of C10H19CsIN2O3 as an isolated structure, from the OMol25 dataset.

## Properties
Charge: +1
E_HOMO: -10.899 eV
2S+1: 1

The geometry in XYZ format:
```
36
Properties=species:S:1:pos:R:3:forces:R:3
C 3.3525 -1.2787 1.1774 0.028 -0.530 -0.315
N 2.2755 -1.2560 0.1844 -0.355 0.090 0.352
C 0.9778 -0.8368 0.7475 1.425 1.146 -0.034
C 0.2443 0.2425 -0.1009 -1.537 -3.162 -0.392
C 0.9052 0.5383 -1.4314 1.235 0.332 -0.039
C 2.2506 1.3092 -1.4132 -0.380 0.387 0.331
C 2.6954 1.9438 -0.0991 0.272 0.303 -0.528
I 1.9333 3.9485 0.1808 0.079 -0.409 0.114
O -0.2638 1.3634 0.6057 1.037 1.333 0.056
C -1.2440 1.8844 -0.2049 2.224 -6.418 0.789
O -1.5804 2.9540 -0.2757 -2.220 6.501 -0.172
O -1.7880 0.8531 -0.8861 -0.702 -0.338 -1.120
C -1.1513 -0.3737 -0.4067 -0.741 1.867 0.267
C -2.0296 -0.7108 0.7965 0.412 -1.495 0.042
C -3.2409 -1.5465 0.4155 -0.228 0.853 0.872
N -4.1766 -0.7030 -0.3846 2.115 -5.237 0.680
H 4.1851 -1.8170 0.7399 0.223 -0.083 -0.047
H 3.7205 -0.2885 1.4157 -0.149 0.235 0.091
H 3.0700 -1.8096 2.0895 0.009 0.107 0.210
H 2.1568 -2.2033 -0.1478 0.157 0.041 -0.184
H 1.1766 -0.3867 1.7174 -0.222 -0.123 0.338
H 0.3748 -1.7285 0.8739 -0.366 0.064 0.134
H 1.1090 -0.4298 -1.8718 -0.012 -0.275 -0.092
H 0.2468 1.0392 -2.1303 -0.420 0.151 0.156
H 3.0712 0.6933 -1.7540 0.035 -0.482 0.033
H 2.1856 2.1111 -2.1376 -0.011 0.168 -0.235
H 3.7615 2.0970 -0.1624 0.281 0.174 0.060
H 2.5369 1.3378 0.7775 -0.446 0.097 0.275
H -1.2019 -1.1335 -1.1768 0.180 -0.010 -0.265
H -1.4865 -1.2785 1.5456 0.162 -0.089 0.149
H -2.3893 0.1769 1.3045 0.188 0.293 -0.002
H -3.7465 -1.7836 1.3471 -0.080 -0.355 0.149
H -3.0029 -2.4948 -0.0475 0.105 -0.002 -0.440
H -4.9023 -0.2848 0.2100 2.669 -6.336 1.588
H -4.6461 -1.3424 -1.0349 -0.208 0.267 0.109
Cs -5.3796 1.1939 -0.4633 -4.760 10.933 -2.929
```
Forces are in eV/Å.



The calculation returns the following energy values, one per record and in order: -68217.0045 -25223.2272 -42283.0892 -37720.7460 -10872.4654 -28439.6097 eV.